(P)
Below is CH2O3S in the gas phase, with properties calculated with ωB97M-V with the def2-TZVPD basis set.

HOMO-LUMO gap: 8.90 eV
2S+1: 1
M: 94.091 g mol⁻¹

```
7
Properties=species:S:1:pos:R:3:nbo_charge:R:1
C -1.388 0.163 -0.177 0.303
O 1.087 -0.339 -1.335 -0.923
O -2.380 -0.368 0.115 -0.452
O 1.433 -0.174 1.161 -0.900
S 0.437 -0.876 -0.126 1.327
H -1.356 1.221 -0.349 0.143
H 2.167 0.374 0.711 0.502
```

(Q)
Below is CH2O3S in the gas phase, with properties calculated with ωB97M-V with the def2-TZVPD basis set.

HOMO-LUMO gap: 10.32 eV
2S+1: 1
M: 94.091 g mol⁻¹

```
7
Properties=species:S:1:pos:R:3:nbo_charge:R:1
C 0.157 0.050 -0.535 0.168
O -1.840 -1.405 0.844 -0.861
O -0.707 0.988 0.154 -0.634
O 1.497 0.324 -0.404 -0.667
S -0.608 -0.475 0.994 1.315
H -0.062 -0.178 -1.526 0.205
H 1.563 0.695 0.472 0.475
```

Least stable of them? (P).

(P)
Below is C5H9ClN2 in the gas phase, with properties calculated with ωB97M-V with the def2-TZVPD basis set.

HOMO-LUMO gap: 9.65 eV
SMILES: C=NN1CC(CCl)C1
2S+1: 1
M: 132.594 g mol⁻¹

```
17
Properties=species:S:1:pos:R:3:nbo_charge:R:1
C -1.454 0.747 -0.467 -0.319
C -0.479 0.699 0.645 -0.285
C 0.955 1.180 0.216 -0.239
C 0.135 -0.663 0.723 -0.207
C 3.473 -0.180 -0.477 -0.172
H -1.956 1.690 -0.539 0.215
H -1.202 0.442 -1.458 0.227
H -0.941 1.077 1.558 0.229
H 1.532 1.610 1.097 0.200
H 0.940 1.906 -0.623 0.198
H 0.513 -1.011 1.720 0.195
H -0.441 -1.504 0.286 0.211
H 4.434 -0.688 -0.595 0.197
H 3.309 0.874 -0.795 0.150
N 1.231 -0.219 -0.119 -0.268
N 2.448 -0.803 -0.035 -0.213
Cl -2.808 -0.467 -0.201 -0.118
```

(Q)
Below is C5H9ClN2 in the gas phase, with properties calculated with ωB97M-V with the def2-TZVPD basis set.

HOMO-LUMO gap: 8.85 eV
SMILES: N[C@@]12CNC[C@@]1(Cl)C2
2S+1: 1
M: 132.594 g mol⁻¹

```
17
Properties=species:S:1:pos:R:3:nbo_charge:R:1
C 0.609 0.038 -0.622 0.097
C 0.804 1.172 0.367 -0.240
C -1.122 -0.242 0.896 -0.253
C 0.058 -1.066 0.442 -0.109
C 0.894 -1.406 -0.779 -0.384
H -0.834 -0.287 -2.071 0.363
H -0.980 1.154 -1.286 0.360
H 0.872 2.128 -0.140 0.210
H 1.670 1.036 1.012 0.219
H -1.098 1.852 1.006 0.364
H -1.552 -0.637 1.841 0.228
H -1.958 -0.228 0.116 0.191
H 1.857 -1.834 -0.515 0.258
H 0.479 -1.877 -1.666 0.227
N -0.317 0.472 -1.635 -0.807
N -0.472 1.085 1.141 -0.652
Cl 1.089 -1.360 1.894 -0.074
```

Least stable of them? (Q).

(P)
Below is C5H10OS2 in the gas phase, with properties calculated with ωB97M-V with the def2-TZVPD basis set.

HOMO-LUMO gap: 9.76 eV
SMILES: C[C@](S)(CS)CC=O
2S+1: 1
M: 150.268 g mol⁻¹

```
18
Properties=species:S:1:pos:R:3:nbo_charge:R:1
C 1.095 1.139 1.048 -0.637
C 0.289 0.532 -0.196 -0.092
C -1.184 0.605 -0.192 -0.568
C 0.644 -0.869 -0.047 -0.556
C -0.024 -1.859 1.056 0.458
H 1.008 0.404 1.965 0.234
H 2.125 1.289 0.778 0.227
H 0.703 2.177 0.979 0.225
H 0.468 0.831 -2.809 0.154
H -1.531 0.007 0.795 0.275
H -1.422 1.670 -0.145 0.225
H -2.255 -0.985 -1.580 0.127
H 1.658 -1.163 0.000 0.232
H 0.203 -1.241 -0.989 0.236
H 0.503 -2.828 0.979 0.121
O -0.945 -1.666 1.821 -0.521
S 0.916 1.543 -1.723 -0.099
S -2.250 0.414 -1.741 -0.039
```

(Q)
Below is C5H10OS2 in the gas phase, with properties calculated with ωB97M-V with the def2-TZVPD basis set.

HOMO-LUMO gap: 9.22 eV
SMILES: CCSSCCC=O
2S+1: 1
M: 150.268 g mol⁻¹

```
18
Properties=species:S:1:pos:R:3:nbo_charge:R:1
C -1.182 1.660 1.887 -0.537
C -1.536 2.418 0.621 0.442
O -1.244 2.016 -0.468 -0.506
C -1.089 0.132 1.631 -0.529
S 0.499 -0.543 1.029 0.058
S 1.314 0.295 -0.628 0.096
C 1.062 -1.027 -1.956 -0.511
C 1.771 -2.307 -1.685 -0.651
H -0.242 2.010 2.334 0.245
H -1.860 1.847 2.739 0.224
H -2.007 3.412 0.790 0.107
H -1.931 -0.093 0.987 0.220
H -1.132 -0.333 2.617 0.233
H 1.420 -0.534 -2.880 0.221
H 0.012 -1.066 -2.273 0.222
H 1.307 -3.143 -2.214 0.220
H 1.989 -2.518 -0.620 0.231
H 2.848 -2.225 -1.911 0.215
```

(R)
Below is C5H10OS2 in the gas phase, with properties calculated with ωB97M-V with the def2-TZVPD basis set.

HOMO-LUMO gap: 9.88 eV
SMILES: O[C@H]1CC[C@@H](S)[C@@H]1S
2S+1: 1
M: 150.268 g mol⁻¹

```
18
Properties=species:S:1:pos:R:3:nbo_charge:R:1
C 0.439 0.879 -0.645 -0.454
C -0.657 -0.212 -0.713 -0.430
C 1.142 0.811 0.645 0.071
C -0.481 -0.994 0.610 -0.322
C 0.183 0.045 1.619 -0.321
O 2.395 0.159 0.558 -0.748
S 0.565 -2.520 0.246 -0.029
S -0.978 1.325 2.372 -0.040
H 1.157 0.603 -1.410 0.236
H 0.053 1.856 -0.914 0.225
H -1.665 0.257 -0.869 0.217
H -0.462 -0.883 -1.576 0.222
H 1.471 1.721 0.941 0.198
H -1.464 -1.204 1.041 0.226
H 0.657 -0.317 2.535 0.235
H 2.422 -0.840 0.436 0.478
H 1.183 -2.360 1.397 0.120
H -1.813 0.902 1.431 0.116
```

Least stable of them? (P).

(P)
Below is C7H8OS in the gas phase, with properties calculated with ωB97M-V with the def2-TZVPD basis set.

HOMO-LUMO gap: 8.88 eV
SMILES: CC1=CC=C[C@]2(O)S[C@H]12
2S+1: 1
M: 140.207 g mol⁻¹

```
17
Properties=species:S:1:pos:R:3:nbo_charge:R:1
C 1.294 -0.739 1.092 -0.185
C 0.010 -0.213 1.454 -0.264
C 1.719 -0.803 -0.181 -0.223
C -0.845 0.298 0.557 0.091
C -0.373 0.365 -0.964 -0.349
C 0.923 -0.276 -1.283 0.189
C -2.186 0.862 0.860 -0.651
O 1.028 -0.872 -2.509 -0.675
S 0.899 1.601 -1.327 0.033
H 1.922 -1.120 1.885 0.215
H -0.276 -0.270 2.495 0.211
H 2.666 -1.256 -0.433 0.212
H -1.171 0.320 -1.696 0.243
H -2.083 1.919 1.115 0.231
H -2.637 0.350 1.708 0.224
H -2.843 0.791 -0.002 0.218
H 1.954 -0.959 -2.771 0.481
```

(Q)
Below is C7H8OS in the gas phase, with properties calculated with ωB97M-V with the def2-TZVPD basis set.

HOMO-LUMO gap: 7.37 eV
2S+1: 1
M: 140.207 g mol⁻¹

```
17
Properties=species:S:1:pos:R:3:nbo_charge:R:1
C -1.545 -1.259 -1.138 -0.426
C -0.591 -1.935 -0.452 -0.056
C -1.859 -0.006 -0.730 0.632
C 0.107 -1.445 0.766 -0.490
C 0.853 -0.174 0.498 -0.267
C 0.309 0.805 -0.410 -0.241
C 0.342 2.237 -0.309 -0.649
O -2.764 0.793 -0.677 -0.487
S 1.469 -0.086 -1.261 0.161
H -1.854 -1.645 -2.125 0.255
H -0.247 -2.927 -0.710 0.215
H -0.558 -1.139 1.621 0.235
H 0.775 -2.263 1.054 0.228
H 1.527 0.312 1.293 0.235
H -0.178 2.578 0.570 0.219
H -0.089 2.663 -1.129 0.227
H 1.403 2.552 -0.206 0.209
```

Least stable of them? (Q).

(P)
Below is 2 unconnected molecules or ions with the total composition C3H7N2O, with properties calculated with ωB97M-V with the def2-TZVPD basis set.

HOMO-LUMO gap: 11.22 eV
2S+1: 1
M: 87.102 g mol⁻¹
total charge: +1

```
13
Properties=species:S:1:pos:R:3:nbo_charge:R:1
C -0.295 -0.926 -1.088 -0.035
C 0.853 -0.186 -1.083 -0.045
N 1.338 -0.204 0.189 -0.445
C 0.550 -0.936 0.964 0.262
N -0.441 -1.393 0.200 -0.452
H -0.993 -1.092 -1.886 0.265
H 1.357 0.224 -1.940 0.264
H 2.246 0.208 0.420 0.464
H 0.722 -1.335 1.951 0.260
H -1.337 -1.640 0.605 0.461
H -1.497 2.559 -0.196 0.479
H -1.111 2.680 1.263 0.481
O -1.393 2.041 0.601 -0.959
```

(Q)
Below is 2 unconnected molecules or ions with the total composition C3H7N2O, with properties calculated with ωB97M-V with the def2-TZVPD basis set.

HOMO-LUMO gap: 11.80 eV
2S+1: 1
M: 87.102 g mol⁻¹
total charge: +1

```
13
Properties=species:S:1:pos:R:3:nbo_charge:R:1
C 2.020 0.051 -0.008 0.900
C -0.972 -1.158 0.285 -0.312
C -0.969 -0.096 -0.529 -0.070
N 2.502 -1.032 -0.059 -0.671
N -1.096 1.276 -0.091 -0.762
O 1.518 1.113 0.135 -0.611
H -1.137 -2.140 0.110 0.239
H -0.902 -0.971 1.330 0.202
H -0.938 -0.095 -1.558 0.217
H 3.106 -1.589 0.378 0.439
H -1.897 1.575 -0.724 0.470
H -0.016 1.616 -0.219 0.504
H -1.220 1.449 0.949 0.456
```

(R)
Below is a gas-phase ion, C3H7N2O (charge +1), with properties calculated with ωB97M-V with the def2-TZVPD basis set.

HOMO-LUMO gap: 11.31 eV
SMILES: C=NC/[NH+]=C/O
2S+1: 1
M: 87.102 g mol⁻¹
total charge: +1

```
13
Properties=species:S:1:pos:R:3:nbo_charge:R:1
C 1.688 1.121 0.048 0.078
C 0.586 -0.995 -0.039 -0.078
C -1.245 0.123 -0.458 0.585
N -0.869 -1.097 0.109 -0.619
N 0.694 0.429 -0.154 -0.391
O -2.040 0.931 0.070 -0.554
H 1.600 2.158 0.053 0.209
H 2.593 0.681 0.375 0.189
H 1.066 -1.463 0.676 0.214
H 0.593 -1.495 -0.986 0.232
H -1.117 0.222 -1.594 0.227
H -1.251 -1.337 0.990 0.399
H -2.299 0.724 0.909 0.507
```

Least stable of them? (R).

(P)
Below is a molecular structure, C3H7N2O, with properties calculated with ωB97M-V with the def2-TZVPD basis set.

HOMO-LUMO gap (alpha / beta): 7.28 / 7.52 eV
2S+1: 1
M: 87.102 g mol⁻¹
total charge: +1

```
13
Properties=species:S:1:pos:R:3:nbo_charge:R:1
C 0.614 0.709 1.610 0.155
C -0.606 -1.048 0.326 -0.071
C -0.204 0.599 -0.793 0.596
N -1.213 -0.424 -0.885 -0.580
N 0.025 0.247 0.562 -0.284
O -0.169 1.874 -1.197 -0.671
H 0.961 1.675 1.595 0.229
H 0.684 0.138 2.516 0.238
H -1.135 -1.648 1.102 0.264
H 0.295 -1.652 -0.027 0.217
H 1.242 -0.371 -1.655 -0.070
H -1.296 -1.098 -1.656 0.421
H 0.022 2.051 -2.199 0.555
```

(Q)
Below is 2 unconnected molecules or ions with the total composition C3H7N2O, with properties calculated with ωB97M-V with the def2-TZVPD basis set.

HOMO-LUMO gap: 10.05 eV
2S+1: 1
M: 87.102 g mol⁻¹
total charge: +1

```
13
Properties=species:S:1:pos:R:3:nbo_charge:R:1
C -2.053 -0.472 -0.153 0.741
C 1.017 -0.414 0.127 0.355
C -1.824 0.608 0.457 -0.883
N 1.552 0.029 -0.976 -0.709
N 0.777 -1.528 0.658 -0.672
O -2.242 -1.475 -0.713 -0.412
H -2.150 1.562 0.190 0.312
H 0.123 0.389 0.189 0.250
H -1.942 0.721 1.526 0.309
H 1.611 0.977 -1.372 0.455
H 2.287 -0.594 -1.447 0.404
H -0.039 -1.497 1.096 0.421
H 1.329 -2.318 0.400 0.428
```

(R)
Below is 2 unconnected molecules or ions with the total composition C3H7N2O, with properties calculated with ωB97M-V with the def2-TZVPD basis set.

HOMO-LUMO gap (alpha / beta): 9.50 / 9.50 eV
2S+1: 1
M: 87.102 g mol⁻¹
total charge: +1

```
13
Properties=species:S:1:pos:R:3:nbo_charge:R:1
C -1.270 0.781 -0.618 0.390
C -0.065 -0.205 1.079 -0.287
C 0.465 -0.723 -0.319 0.251
N -1.201 0.718 0.640 -0.477
N -0.361 -0.084 -1.248 -0.562
O 2.108 0.435 -0.340 -0.873
H -1.879 1.481 -1.368 0.292
H -0.528 -0.740 1.866 0.259
H 0.827 0.396 1.257 0.322
H 0.961 -1.643 -0.612 0.268
H -1.740 1.204 1.396 0.478
H -0.193 -0.227 -2.246 0.465
H 2.856 -0.046 -0.774 0.473
```

(S)
Below is a gas-phase ion, C3H7N2O (charge +1), with properties calculated with ωB97M-V with the def2-TZVPD basis set.

HOMO-LUMO gap: 9.61 eV
SMILES: N[C@@]12O[C@@H]1[C@H]2[NH3+]
2S+1: 1
M: 87.102 g mol⁻¹
total charge: +1

```
13
Properties=species:S:1:pos:R:3:nbo_charge:R:1
C -0.245 -0.576 -0.535 -0.107
C 0.863 -0.948 0.629 0.041
C 0.826 0.333 -0.069 0.315
N 0.846 1.710 -0.102 -0.813
N -1.661 -0.395 -0.001 -0.705
O 1.957 -0.633 -0.282 -0.455
H -0.071 -1.121 -1.444 0.257
H 0.994 -1.396 1.632 0.269
H 1.237 2.048 0.737 0.400
H 1.295 2.064 -0.937 0.413
H -2.210 0.241 -0.662 0.467
H -1.564 -0.117 1.032 0.467
H -2.267 -1.209 0.002 0.452
```

Least stable of them? (P).

(P)
Below is C3H4O4 in the gas phase, with properties calculated with ωB97M-V with the def2-TZVPD basis set.

HOMO-LUMO gap (alpha / beta): 8.49 / 7.74 eV
2S+1: 1
M: 104.061 g mol⁻¹

```
11
Properties=species:S:1:pos:R:3:nbo_charge:R:1
C 1.188 -0.917 0.362 -0.284
C -1.216 -0.134 -0.521 0.981
C 0.717 1.249 -0.284 0.424
O 1.547 0.276 -0.165 -0.358
O -2.155 -0.559 0.307 -0.655
O -1.102 -0.372 -1.670 -0.534
O -0.530 1.072 0.129 -0.584
H -2.013 -0.176 1.185 0.507
H 2.010 -1.613 0.342 0.178
H 0.558 -0.895 1.241 0.156
H 0.995 2.069 -0.927 0.168
```

(Q)
Below is C3H4O4 in the gas phase, with properties calculated with ωB97M-V with the def2-TZVPD basis set.

HOMO-LUMO gap: 11.30 eV
SMILES: CC(=O)OC(=O)O
2S+1: 1
M: 104.061 g mol⁻¹

```
11
Properties=species:S:1:pos:R:3:nbo_charge:R:1
C -0.294 0.759 0.309 0.819
C 1.441 -0.474 -0.090 0.979
C -1.645 0.056 0.323 -0.725
O 0.520 0.317 -0.722 -0.578
O 0.090 1.706 0.988 -0.527
O 1.178 -0.923 0.965 -0.577
O 2.306 -0.900 -0.961 -0.644
H -1.526 -0.826 -0.333 0.238
H -2.314 0.775 -0.053 0.245
H -1.901 -0.085 1.398 0.260
H 2.144 -0.403 -1.823 0.511
```

Least stable of them? (P).

(P)
Below is C6H7N3O3 in the gas phase, with properties calculated with ωB97M-V with the def2-TZVPD basis set.

HOMO-LUMO gap: 10.01 eV
SMILES: C[C@@H]1O[C@H]1C1([N+](=O)[O-])N=CC=N1
2S+1: 1
M: 169.140 g mol⁻¹

```
19
Properties=species:S:1:pos:R:3:nbo_charge:R:1
C 2.102 1.740 -0.581 0.025
C 1.666 1.668 0.819 0.073
C -0.415 -0.219 -0.460 0.038
C -1.573 -0.035 0.433 0.056
C 1.038 -0.120 -0.121 0.232
C -2.894 -0.637 -0.040 -0.665
N 1.757 0.673 -1.199 -0.332
N 1.147 0.521 1.073 -0.378
N 1.672 -1.584 0.001 0.553
O 0.918 -2.497 -0.211 -0.329
O 2.823 -1.618 0.444 -0.352
O -1.152 0.991 -0.432 -0.465
H 2.862 2.364 -0.997 0.218
H 2.071 2.296 1.638 0.216
H -0.657 -0.915 -1.362 0.214
H -1.371 -0.071 1.443 0.203
H -3.327 -0.286 -1.052 0.242
H -3.770 -0.432 0.761 0.222
H -2.899 -1.839 -0.156 0.228
```

(Q)
Below is 2 unconnected molecules or ions with the total composition C6H7N3O3, with properties calculated with ωB97M-V with the def2-TZVPD basis set.

HOMO-LUMO gap (alpha / beta): 8.17 / 6.27 eV
2S+1: 1
M: 169.140 g mol⁻¹

```
19
Properties=species:S:1:pos:R:3:nbo_charge:R:1
C 2.189 2.079 0.319 -0.187
C 1.619 1.558 1.477 -0.210
C 1.948 1.573 -0.925 -0.213
C 0.701 0.525 1.422 -0.185
C 0.877 0.603 -1.025 -0.157
C 0.319 -0.006 0.123 0.091
N -3.107 -1.408 -1.413 -0.213
N -0.521 -1.048 -0.049 -0.148
N -0.935 -1.891 0.777 0.587
O -0.377 -1.901 1.897 -0.464
O -1.825 -2.679 0.425 -0.458
O -2.093 -0.699 -1.472 -0.252
H 2.902 2.851 0.429 0.208
H 1.956 1.892 2.347 0.206
H 2.458 1.764 -1.823 0.219
H 0.358 -0.025 2.265 0.250
H 0.588 0.165 -1.890 0.210
H -4.007 -1.026 -1.137 0.354
H -3.049 -2.330 -1.746 0.363
```

Least stable of them? (Q).